The following is a quantum chemistry calculation of a 2-piece molecular cluster, CH3BF2O2 overall at a distorted geometry, from the OMol25 dataset.

Calculated values
Molecular weight   95.84 g mol⁻¹
ΔE to the lowest compared entry with this formula, charge and spin   66.1 kcal per mole
Kohn-Sham gap   11.28 eV
Lowest unoccupied orbital energy   0.22 eV
E_tot   -414.9615 hartree

The geometry in ORCA input format:
```
! RIJCOSX wB97M-V def2-TZVPD def2/J DEFGRID3
* xyz 0 1
F -2.44232 0.91895 -0.20669
F -1.75502 -0.54770 1.00932
O 0.44822 1.02806 0.31174
O 1.72367 -0.95211 -0.29702
C -2.09152 -0.36873 -0.22853
B 0.83195 0.00076 -0.56337
H 0.20216 -0.10820 -1.60589
H 0.94312 1.22982 1.04921
H 2.13974 -1.20085 0.53122
*
```

The following is a quantum chemistry calculation of the molecule C24H31N3O6S at a distorted geometry, from the OMol25 dataset.

Calculated values
Molecular weight   489.59 g mol⁻¹
ΔE to the lowest compared entry with this formula, charge and spin   20.7 kcal per mole
Kohn-Sham gap   8.92 eV
Lowest unoccupied orbital energy   0.45 eV
SMILES   CCN(CC)S(=O)(=O)c1cccc(C(=O)N[C@H](C(=O)OCC(=O)Nc2ccccc2)C(C)C)c1
E_tot   -1947.1002 hartree

The geometry in ORCA input format:
```
! RIJCOSX wB97M-V def2-TZVPD def2/J DEFGRID3
* xyz 0 1
S -2.87721 -1.56276 0.43892
O -3.37085 -2.60968 1.28955
O 0.11754 0.95115 -3.29212
O 2.57010 0.30232 -1.05688
O -3.82582 -0.68661 -0.18321
O 4.68589 1.05036 -1.05339
O 2.08161 1.92670 1.33056
N 0.42833 1.99953 -1.28138
N 2.51645 -0.28076 1.44013
N -1.85572 -2.21134 -0.68311
C -2.38495 0.09945 2.54061
C -3.40724 2.95635 0.07151
C -0.87484 2.34881 -0.89091
C -1.61632 0.92572 3.34403
C -1.47184 -3.59956 -0.58289
C 1.70533 0.78975 1.55881
C 2.30481 0.91629 -2.31526
C 4.07552 -2.38879 -0.23265
C 6.09744 -1.23003 0.70456
C 4.59960 -1.47053 0.87037
C 0.29850 0.48595 1.95732
C -3.25549 2.38381 -1.17860
C -1.80700 -0.52790 1.45314
C -0.00055 -3.75447 -0.19934
C -1.74011 -1.51997 -1.94974
C -2.84605 -1.87353 -2.93768
C -1.02528 2.95797 0.35239
C -1.99674 2.08742 -1.67029
C 0.81643 1.29219 -2.36329
C -0.47303 -0.35099 1.15608
C 3.84565 -0.12829 0.88667
C -0.28026 1.12995 3.04463
C -2.28679 3.25607 0.82864
C 3.77637 0.48545 -0.51390
H 0.17504 -3.33298 0.78799
H 4.35394 -2.00142 -1.21019
H 4.42376 -1.94576 1.84301
H 0.63593 -3.24923 -0.92338
H -4.12275 2.15815 -1.77838
H 2.99210 -2.48189 -0.19495
H 2.51822 0.20975 -3.12310
H -2.39344 3.72227 1.79704
H 2.94328 1.79916 -2.43558
H 6.49408 -0.67386 1.55017
H -1.66378 -4.10823 -1.53217
H 4.50610 -3.38158 -0.12657
H -0.04846 -0.82973 0.28723
H -2.06006 1.41981 4.19451
H 6.62344 -2.17900 0.63898
H -0.14909 3.18602 0.94132
H -3.43201 -0.06756 2.73538
H -2.70000 -1.31193 -3.85615
H 0.26630 -4.80786 -0.18021
H -4.39307 3.17588 0.45109
H -1.79194 -0.45440 -1.72523
H -2.84124 -2.93567 -3.17233
H -1.88137 1.65991 -2.65211
H 2.13617 -1.20897 1.53202
H -3.80726 -1.61013 -2.50551
H 0.32433 1.79117 3.64710
H 6.29092 -0.66055 -0.20055
H -0.75778 -1.73713 -2.37937
H -2.10445 -4.04569 0.18603
H 4.39765 0.59299 1.50356
H 1.13337 2.21772 -0.58352
*
```

The following is a quantum chemistry calculation of C5H7NO as an isolated structure, from the OMol25 dataset.

Calculated values
Molecular weight   97.12 g mol⁻¹
ΔE to the lowest compared entry with this formula, charge and spin   112.4 kcal per mole
Kohn-Sham gap   8.61 eV
Lowest unoccupied orbital energy   0.17 eV
E_tot   -324.5454 hartree

The geometry in ORCA input format:
```
! RIJCOSX wB97M-V def2-TZVPD def2/J DEFGRID3
* xyz 0 1
O 0.91137 -0.15234 -1.26973
N -1.02395 -1.29139 -2.02765
C -0.96096 0.17569 0.94108
C -0.38651 -1.12473 0.34450
C 0.28116 1.07629 0.79549
C -0.23985 -0.90642 -1.12266
C 1.20376 0.08229 0.08661
H 0.92518 -1.00268 0.64632
H -1.29056 0.05917 1.97695
H 0.70396 1.33999 1.77030
H 0.15601 1.99764 0.21753
H -1.81667 0.51163 0.34605
H 2.28342 0.16453 0.23456
H -0.74635 -0.92966 -2.93936
*
```

The following is a quantum chemistry calculation of C21H38AlIO3P2 as an isolated structure at a distorted geometry, from the OMol25 dataset.

Calculated values
Molecular weight   554.37 g mol⁻¹
Kohn-Sham gap (spin up / spin down)   6.70 / 6.31 eV
Lowest unoccupied orbital energy (spin up / spin down)   -5.87 / -6.26 eV
E_tot   -2270.8408 hartree

The geometry in ORCA input format:
```
! RIJCOSX wB97M-V def2-TZVPD def2/J DEFGRID3
* xyz 2 1
I 0.99703 2.46635 0.50369
P -0.57300 2.96612 -2.55229
P 2.83441 -0.73831 -0.32052
Al 1.30487 -1.83924 -2.85234
O 0.84027 2.18410 -2.23842
O 1.87089 -0.61203 -1.56144
O -0.45751 -1.77641 -5.62899
C 1.53559 2.92381 -1.19939
C 4.40715 0.05892 -0.63986
C 2.50598 -0.18073 1.37787
C -3.07105 -1.85227 -1.10773
C 2.98196 -2.50214 -0.06366
C -1.21097 3.86740 -1.14248
C -1.98864 -2.75754 -0.51404
C 2.77198 3.53385 -1.65829
C -1.76446 1.85824 -3.20015
C -0.90066 -0.14090 3.65111
C -2.49284 -3.54600 3.15942
C -0.61973 -2.55741 -1.20296
C 0.20242 -1.49565 -4.71222
C -1.30865 -1.40141 2.96143
C -2.11281 0.69946 4.09627
C -1.86293 -2.45154 3.74039
C -1.24847 -1.58531 1.58441
C -1.89428 -2.63640 0.97613
C -0.01077 4.10168 -3.78891
C -2.53362 -3.63057 1.73673
C -0.02123 -0.44374 4.91182
H 0.62235 4.87943 -3.32483
H -2.65345 0.21735 4.90372
H -2.58518 1.68341 -2.48457
H -3.03900 -4.44413 1.23308
H -2.79053 0.86016 3.25586
H -1.83600 3.21458 -0.52020
H 2.48082 0.91483 1.44907
H -1.38376 0.89993 -3.54835
H 4.38339 1.09336 -0.25405
H 3.14419 3.00989 -2.51491
H -1.81334 1.69639 4.44323
H 5.19051 -0.50699 -0.10648
H -0.30828 0.46356 2.96689
H -0.66079 -0.56049 5.80656
H 3.88682 -2.72689 0.51109
H 0.09797 -3.29029 -0.78257
H -3.31159 -2.14758 -2.14351
H 0.70268 0.36544 5.11090
H -2.33904 -3.81166 -0.73287
H -2.19856 2.39313 -4.06592
H 0.54623 -1.36485 4.77413
H 1.60001 -0.61264 1.79256
H -1.82247 -2.37724 4.83723
H 2.55997 4.58684 -1.87741
H -3.99652 -1.91298 -0.52985
H 3.37639 -0.37402 2.01963
H -1.84110 4.68772 -1.52085
H 4.59978 0.05674 -1.72343
H -2.98258 -4.32421 3.75567
H -0.41522 4.30415 -0.53021
H 2.12674 -2.82099 0.53459
H -2.73836 -0.81608 -1.09798
H -0.72515 -2.73407 -2.30832
H 3.00184 -3.05938 -1.01725
H 3.57886 3.50580 -0.91739
H -0.93221 4.53460 -4.20866
H 0.55755 3.54980 -4.55839
H -0.26391 -1.54493 -0.94179
*
```

The following is a quantum chemistry calculation of C4H26AsF6O9 as an isolated structure at a distorted geometry, from the OMol25 dataset.

Calculated values
Molecular weight   407.15 g mol⁻¹
Kohn-Sham gap   10.20 eV
Lowest unoccupied orbital energy   2.51 eV
E_tot   -3680.2777 hartree

The geometry in ORCA input format:
```
! RIJCOSX wB97M-V def2-TZVPD def2/J DEFGRID3
* xyz -1 1
As -0.28901 -0.14652 0.31197
F -0.41228 0.14125 -1.40739
F -0.29186 1.60468 0.57428
F -2.03380 -0.23432 0.47117
F -0.30474 -1.85203 0.01719
F -0.03789 -0.36492 2.03368
F 1.46713 -0.07656 0.14932
O 1.74421 3.98171 0.80291
O -3.34688 3.57448 -2.51390
O 4.06264 -3.32923 2.39721
O 3.78286 1.44907 0.21400
O 1.76707 1.91751 2.92384
O -4.13351 1.39400 1.81237
O -3.84573 -1.11427 -1.32131
O 1.99730 -3.37553 -3.68184
O -0.13622 -0.80006 4.63748
C 3.53421 -2.83893 1.16715
C -3.04200 3.06638 -1.22167
C -3.54789 -0.80471 -2.66091
C 1.74082 -2.51708 -2.57613
H 3.02230 0.88519 -0.00001
H -3.44082 1.16265 1.17785
H 1.17474 1.44610 2.32255
H -3.86859 3.00727 -0.50526
H 3.22994 -3.71273 0.57641
H 2.15970 -4.23646 -3.28739
H -3.07935 -0.88154 -0.77257
H 4.47153 1.17005 -0.39735
H -4.03673 3.03401 -2.90977
H 2.63561 -2.40144 -1.95316
H 1.27749 -1.57814 -2.86379
H -4.10345 -1.43297 -3.36342
H 1.05279 -2.96010 -1.84482
H 1.06516 3.45711 0.36100
H 1.49426 1.63067 3.80276
H 1.39827 4.87990 0.80636
H -2.36576 3.80784 -0.79972
H 0.64276 -1.34929 4.76664
H -0.14726 -0.61071 3.67652
H -2.51765 -1.08156 -2.91070
H -2.59933 2.06881 -1.23667
H 4.33085 -2.28850 0.66345
H -4.04465 2.34445 1.93327
H 4.71732 -4.00558 2.22597
H 2.61190 -2.27653 1.28117
H -3.75545 0.24658 -2.87872
*
```

The following is a quantum chemistry calculation of an isolated ion of composition C6H13FNS2 and charge +1 at a distorted geometry, from the OMol25 dataset.

Calculated values
Molecular weight   182.31 g mol⁻¹
ΔE to the lowest compared entry with this formula, charge and spin   0.0 kcal per mole
Kohn-Sham gap   9.58 eV
Lowest unoccupied orbital energy   -3.18 eV
SMILES   [NH3+]CC1(CF)SCCCS1
E_tot   -1187.1187 hartree

The geometry in ORCA input format:
```
! RIJCOSX wB97M-V def2-TZVPD def2/J DEFGRID3
* xyz 1 1
S -0.55097 -1.93017 0.44775
S 0.15374 0.79757 -1.30972
F 2.95828 -0.34534 -0.68007
N 2.05620 1.39639 0.99759
C 1.95041 -1.29671 -0.62184
C -2.13575 -1.04067 0.36360
C 0.62726 -0.55439 0.00698
C 1.02502 0.27358 1.31511
C -1.63045 1.01094 -1.04404
C -2.43641 -0.30619 -0.97898
H -1.79117 1.74282 -0.21145
H -2.29947 -0.41726 1.17561
H 1.48000 2.09571 0.29488
H 0.15634 0.81790 1.70519
H 1.43057 -0.26611 2.17074
H -2.84177 -1.91057 0.49966
H 2.86028 0.94239 0.54174
H -1.72054 1.57170 -2.03525
H -3.52038 0.02997 -0.86336
H 2.24353 1.82798 1.88751
H 1.95120 -1.55418 -1.77306
H 2.36117 -2.05173 0.08911
H -2.32708 -0.83362 -1.97771
*
```